51
Properties=species:S:1:pos:R:3:nbo_charge:R:1 method="wB97M-V/def2-TZVPD" total_energy_ev=-70699.73302
Cd 1.7979 0.0383 -0.7823 1.559
N -4.0312 0.4353 3.1032 -0.794
C -2.6797 0.6239 2.8503 0.197
C -1.7216 0.3460 3.8303 -0.289
C -0.3794 0.5575 3.5820 -0.120
C 0.0271 1.0469 2.3471 -0.442
C -0.9220 1.3574 1.3804 -0.083
C -2.2649 1.1512 1.6276 -0.299
S 1.7327 1.2834 1.9804 2.331
O 2.4165 1.7081 3.1674 -0.930
O 1.7819 2.1331 0.8078 -1.019
N 2.3313 -0.0933 1.3571 -1.057
C 2.0083 -1.3476 1.7832 0.545
N 2.1362 -2.2559 0.7871 -0.530
C 1.8100 -3.5038 1.0737 0.104
C 1.3580 -3.8849 2.3307 -0.363
C 1.2746 -2.8784 3.2752 0.106
N 1.6025 -1.6168 3.0238 -0.501
H -4.2546 -0.2179 3.8358 0.378
H -4.6084 0.3248 2.2852 0.383
H -2.0395 -0.0316 4.7941 0.209
H 0.3579 0.3446 4.3403 0.247
H -0.6110 1.7650 0.4299 0.238
H -2.9940 1.3954 0.8671 0.219
H 1.9074 -4.2265 0.2705 0.196
H 1.0861 -4.9040 2.5568 0.225
H 0.9320 -3.0889 4.2833 0.194
S 3.4532 -1.0888 -2.5495 -0.187
C 3.9571 0.4529 -2.9504 -0.070
N 5.2189 0.8732 -2.9890 -0.573
C 5.4229 2.3163 -2.9869 -0.226
C 4.2100 2.8915 -3.7096 -0.542
S 2.8483 1.7495 -3.3363 0.355
H 5.9268 0.2388 -2.6488 0.426
H 6.3533 2.5696 -3.4922 0.223
H 5.4686 2.6720 -1.9527 0.212
H 4.3639 2.9173 -4.7872 0.228
H 3.9671 3.8902 -3.3564 0.250
C -0.1236 -0.0796 -1.6895 -0.598
C -1.3222 -0.1723 -1.8484 -0.145
C -2.7360 -0.3369 -1.9700 -0.122
C -3.4291 -1.1141 -1.0397 -0.199
C -4.8008 -1.2647 -1.1359 -0.168
C -5.5051 -0.6429 -2.1574 -0.238
C -4.8235 0.1279 -3.0881 -0.213
C -3.4507 0.2802 -2.9982 -0.174
H -2.8759 -1.5956 -0.2438 0.221
H -5.3219 -1.8795 -0.4128 0.201
H -6.5777 -0.7612 -2.2309 0.211
H -5.3611 0.6146 -3.8913 0.213
H -2.9169 0.8801 -3.7229 0.217